A cluster of 3 separate species, C3H10N2S in total, computed with wB97M-V/def2-TZVPD.

Each line ends with the Mulliken charge.
Atoms and positions in Å:
1 N -1.156636 0.587610 0.258136  -0.17
2 C -1.102190 1.128854 -0.965529  0.16
3 C -0.500176 2.309938 -1.314077  -0.71
4 S 1.737963 0.405339 1.347788  -0.49
5 C 0.134522 -2.114801 -0.546761  -0.57
6 N -1.274917 -2.385881 -0.326329  -0.45
7 H -0.341063 0.737703 0.876704  0.01
8 H -1.577048 -0.315430 0.101177  0.32
9 H -1.865709 0.869536 -1.726311  0.25
10 H -0.609476 2.905681 -2.223513  0.30
11 H 0.491043 2.419750 -0.883572  0.20
12 H 1.658074 0.601023 2.688122  0.09
13 H 0.675557 -2.228267 0.403967  0.25
14 H 0.585763 -2.718038 -1.318819  0.38
15 H 0.461804 -1.147096 -1.033617  0.15
16 H -1.445192 -3.043916 -1.207272  0.27

Atomic forces in eV per Å
N -0.38 -0.27 -0.96
C -1.63 3.13 -1.88
C 2.26 -1.22 0.00
S 0.04 -0.09 0.13
C -0.13 -0.56 0.22
N 1.59 -0.79 -2.98
H 0.02 -0.21 0.16
H -0.04 -0.93 1.26
H 0.13 -0.82 0.89
H -0.61 -0.62 0.22
H -0.14 0.74 0.65
H -0.15 -0.03 -0.40
H 0.03 0.53 -0.25
H 0.11 -0.99 -0.12
H -0.61 0.33 0.86
H -0.46 1.79 2.18

Orbital gap = 3.67 eV
E = -17080.937 eV
Energy relative to the best compared isomer or geometry (same formula, charge and spin) = 739.77 kJ/mol
Net charge = 0
Strongest force on any atom = 4.00 eV/A